H12O6 as an isolated structure in a non-equilibrium geometry. Source: the OMol25 dataset; level of theory: wB97M-V/def2-TZVPD.

The frontier orbital gap comes out at 8.52 eV. Its energy above the lowest of the compared OMol25 structures with the same formula, charge and spin is 9.3891 eV. The energy is -458.32743 hartree. For the lowest unoccupied orbital energy, the calculation gives -0.0264 Ha. The HOMO energy comes out at -9.236 eV.

Last column: Löwdin charge in e.
Element x y z (Å)
H (0.091, -0.791, -0.317)  -0.240
O (-0.257, -0.119, 0.269)  -0.065
H (1.639, -1.940, -0.677)  0.159
H (1.042, 1.784, -0.807)  0.146
O (-1.593, 2.117, -0.338)  -0.066
H (-0.567, 0.369, 1.518)  -0.069
H (0.401, 0.575, 0.256)  -0.140
H (-1.081, -3.412, -1.461)  0.037
O (0.864, -1.377, -0.695)  0.128
O (-0.574, -3.225, -0.671)  -0.040
H (1.276, 1.806, 0.688)  0.136
H (-0.209, -2.353, -0.821)  -0.067
H (-1.951, 1.981, 0.539)  0.028
H (0.586, 1.114, 2.155)  0.015
H (-0.684, 1.824, -0.274)  -0.124
O (0.583, 1.746, 0.031)  0.059
O (-0.362, 0.997, 2.211)  -0.053
H (0.795, -1.095, -1.607)  0.154